Entry from OMol25: C2H3N3O2 in the gas phase in a non-equilibrium geometry (ωB97M-V/def2-TZVPD).

* E_tot: -392.65978 a.u.
* LUMO: 0.010 Ha
* SMILES string: O=c1ncn(O)[nH]1

Positions of all 10 atoms, in Å:
O -2.393 -0.485 -0.048
C -1.231 -0.084 0.024
N -0.724 1.270 -0.101
C 0.574 1.185 0.104
N 0.961 -0.090 0.097
O 2.308 -0.402 -0.043
N -0.067 -0.987 -0.023
H 1.281 1.970 0.081
H 2.265 -1.186 -0.669
H -0.108 -1.638 0.735

Atomic partial charges in e from the Löwdin method, atoms 1 to 2: atom 1 (O): 0.04, atom 2 (C): -0.45